[1]
19
Properties=species:S:1:pos:R:3:nbo_charge:R:1 method="wB97M-V/def2-TZVPD" energy_ev=-14461.9339 e_above_lowest_kj_mol=243.63 max_force_ev_per_a=4.06 homo_lumo_gap_ev=9.257
N 1.94720 1.24210 -2.85194 -0.3246
C 1.32139 1.20072 -1.89070 0.2573
C 0.39779 0.96838 -0.80688 -0.3844
C 0.07908 2.08095 0.10987 0.6548
N 0.55738 3.22109 -0.38112 -0.8102
O -0.62191 2.00368 1.11265 -0.6336
C 0.02504 -0.41310 -0.54073 0.5213
O 0.48004 -1.35380 -1.36759 -0.6427
C -0.58419 -0.82959 0.69615 -0.3495
C -1.44808 -2.10742 0.98303 -0.3920
C 0.03916 -2.03737 1.32267 -0.3848
H 0.92035 3.36238 -1.35864 0.4123
H 0.43202 4.14064 0.00640 0.4056
H -0.10036 -2.08739 -1.42706 0.4899
H -0.67622 0.02033 1.30466 0.2944
H -1.57329 -2.74199 0.18603 0.1937
H -2.26378 -2.24485 1.74896 0.2468
H 0.32394 -1.82385 2.38307 0.2270
H 0.74443 -2.60089 0.77116 0.2187

---

[2]
19
Properties=species:S:1:pos:R:3:nbo_charge:R:1 method="wB97M-V/def2-TZVPD" energy_ev=-14459.6633 e_above_lowest_kj_mol=462.71 max_force_ev_per_a=4.55 smiles="C=C(C#N)C[C@@H](O)N=C=CO" homo_lumo_gap_ev=8.084
C -1.21403 -0.83333 -2.05010 -0.2619
C -1.30377 -0.35904 -0.73022 -0.1257
C -1.89960 -1.28070 0.12963 0.2329
N -2.19238 -2.02427 0.93818 -0.3140
C -1.34021 1.05246 -0.21547 -0.4652
C 0.05525 1.64227 0.18947 0.2363
O 0.19188 1.76055 1.57867 -0.6757
N 1.12235 0.81033 -0.41245 -0.4443
C 1.90070 0.05272 0.15281 0.2906
C 2.79727 -0.64966 0.74011 -0.0479
O 2.67937 -1.87000 1.34484 -0.6741
H -1.49467 -1.86038 -2.22076 0.2157
H -0.84330 -0.21317 -2.80262 0.2044
H -2.12351 1.03015 0.59846 0.2419
H -1.75646 1.52199 -1.08358 0.2434
H 0.15464 2.58288 -0.27582 0.1858
H -0.33545 1.07811 1.86570 0.4604
H 3.85165 -0.31777 0.75324 0.2142
H 1.75027 -2.12312 1.49995 0.4832

---

[3]
20
Properties=species:S:1:pos:R:3:nbo_charge:R:1 method="wB97M-V/def2-TZVPD" energy_ev=-16506.7172 e_above_lowest_kj_mol=474.37 max_force_ev_per_a=3.66 smiles="CCOc1ccncc1[N+](=O)[O-]" homo_lumo_gap_ev=9.412
C -0.67792 -0.37824 -3.71956 -0.6329
C 0.30915 -0.80757 -2.62117 -0.0760
O -0.18211 -0.04600 -1.43939 -0.4611
C 0.49686 -0.28491 -0.31181 0.3944
C 1.52806 -1.14786 -0.04712 -0.3751
C 1.84602 -1.31315 1.25021 0.0834
N 1.47338 -0.66485 2.35547 -0.4214
C 0.49658 0.14941 2.10613 0.0748
C -0.08484 0.30383 0.87332 -0.0875
N -1.24292 1.19310 0.97385 0.5180
O -1.27991 1.91307 2.00724 -0.3957
O -2.11405 1.09778 0.09318 -0.3451
H -0.69109 0.74201 -3.92151 0.2313
H -1.68914 -0.77766 -3.36303 0.2262
H -0.42005 -0.90725 -4.67241 0.2167
H 1.27904 -0.50321 -2.89837 0.1828
H 0.28563 -1.98547 -2.43001 0.1914
H 2.22757 -1.75139 -0.76786 0.2525
H 2.51636 -2.11504 1.42921 0.1869
H 0.00350 0.75230 2.85053 0.2363

---

[4]
22
Properties=species:S:1:pos:R:3:nbo_charge:R:1 method="wB97M-V/def2-TZVPD" energy_ev=-20049.8469 e_above_lowest_kj_mol=113.78 max_force_ev_per_a=4.27 total_charge=-1 smiles="CN(C)c1nc(C(=O)OC(=O)[O-])c[nH]1" homo_lumo_gap_ev=7.359
C 0.18563 1.08411 -1.25583 -0.4219
N -0.19070 0.10589 -0.29188 -0.4461
C 0.70652 -1.05822 -0.19531 -0.4340
C -0.53634 0.63653 0.96625 0.4785
N -1.06559 1.88624 1.00072 -0.4964
C -1.21916 2.16788 2.28706 0.0476
C -1.63197 3.58118 2.64490 0.7765
O -2.68034 3.77719 3.25252 -0.6759
O -0.84625 4.54503 2.30136 -0.6303
C 0.65317 4.28821 1.56582 1.0110
O 0.80715 4.99210 0.62622 -0.6722
O 1.19235 3.54812 2.31561 -0.6984
C -0.87147 1.10792 3.06275 -0.1474
N -0.43932 0.15625 2.20799 -0.5239
H 0.12148 0.56702 -2.27652 0.1783
H -0.63427 1.92795 -1.22245 0.2654
H 1.16211 1.60766 -1.14501 0.1941
H 0.85519 -1.57523 -1.31096 0.2072
H 1.65237 -1.11949 0.42315 0.1907
H 0.19353 -1.96085 0.38428 0.1798
H -1.16421 0.93133 4.04143 0.2065
H -0.09607 -0.77109 2.51416 0.4106

---

[5]
19
Properties=species:S:1:pos:R:3:nbo_charge:R:1 method="wB97M-V/def2-TZVPD" energy_ev=-22681.2589 e_above_lowest_kj_mol=644.56 max_force_ev_per_a=2.33 total_charge=+1 homo_lumo_gap_ev="5.983 / 6.630"
C 4.54027 -2.69279 -0.03303 0.2187
C -0.40230 0.54747 -0.02726 0.6543
C 3.05211 -0.78588 -0.04652 -0.2746
C 1.81872 1.54377 0.01530 0.0525
C -2.62528 -0.38757 -0.02365 0.2104
C 1.73567 3.03114 -0.03349 -0.6708
C -2.53510 -1.86128 0.05023 -0.6989
N 0.78103 0.75835 0.00006 -0.3791
N -1.61155 0.39561 -0.02961 -0.4050
N 3.96382 -1.67165 -0.01634 -0.2764
S 3.38781 0.82767 0.05000 0.5761
H 5.14424 -3.54839 -0.00413 0.2686
H -3.59065 0.09736 -0.06390 0.2129
H 2.68466 3.46844 0.26733 0.2507
H 1.50929 3.36628 -1.04801 0.2540
H 0.94583 3.40202 0.62152 0.2482
H -1.85758 -2.24881 -0.71162 0.2498
H -2.12156 -2.16196 1.01631 0.2562
H -3.51481 -2.31293 -0.06751 0.2524

---

[6]
19
Properties=species:S:1:pos:R:3:nbo_charge:R:1 method="wB97M-V/def2-TZVPD" energy_ev=-13347.0081 e_above_lowest_kj_mol=209.26 max_force_ev_per_a=7.34 smiles=Cc1cc(C)c2nncn2n1 homo_lumo_gap_ev=8.680
C 1.03960 1.97078 1.92196 -0.6461
C 0.42304 0.98116 0.93920 0.2157
C 1.16717 0.23366 0.02995 -0.2931
C 0.54000 -0.73155 -0.75060 0.1047
C 1.26380 -1.85352 -1.55179 -0.6449
C -0.87570 -0.57919 -0.81311 0.2175
N -1.75175 -1.32735 -1.50327 -0.2870
N -3.00348 -0.91676 -1.05762 -0.2444
C -2.75251 -0.13730 -0.07602 0.1412
N -1.53167 0.19501 0.06482 -0.1699
N -0.87166 0.94348 1.00381 -0.2436
H 2.06751 2.13664 1.70872 0.2171
H 1.00595 1.73110 2.98100 0.2400
H 0.39947 2.92213 1.98608 0.2438
H 2.21376 0.45584 -0.09007 0.2251
H 0.52596 -2.59853 -1.92016 0.2545
H 1.75188 -1.47596 -2.42897 0.2343
H 1.97873 -2.30880 -0.88578 0.2278
H -3.59009 0.35915 0.44184 0.2075